Entry 1:
Here is 7 unconnected molecules or ions with the total composition C39H92N5O6 from the Open Molecules 2025 dataset. Energies are from wB97M-V/def2-TZVPD.

Positions of all 142 atoms, in Å:
C 1.47793 -1.22872 0.96721
O 0.32468 -0.64630 1.43489
H 2.03530 -1.83302 1.68294
H 1.33359 -1.97426 0.18527
H 2.25079 -0.53784 0.63036
C 2.84568 2.50261 -1.38338
C 3.46690 3.14249 -2.62450
C 3.11395 2.47869 -3.97767
N 3.30526 3.32134 -5.29994
C 2.48240 2.61585 -6.40478
C 2.36978 3.39224 -7.67862
C 1.70607 4.71212 -7.43676
C 2.54709 5.50771 -6.43486
C 2.68018 4.75851 -5.09210
C 4.87392 3.35396 -5.52846
H 3.51017 2.58201 -0.52300
H 2.58917 1.44481 -1.44140
H 1.96578 3.05051 -1.04620
H 4.55378 3.22497 -2.62555
H 3.15288 4.18607 -2.60373
H 2.05678 2.21718 -3.93169
H 3.66845 1.54947 -4.10871
H 1.43626 2.61240 -6.09871
H 2.85815 1.59349 -6.44587
H 1.80366 2.81079 -8.40630
H 3.38637 3.58888 -8.01917
H 0.72952 4.48443 -7.00944
H 1.60633 5.32229 -8.33445
H 2.22816 6.54528 -6.33572
H 3.49886 5.72010 -6.92183
H 1.66998 4.54038 -4.74567
H 3.31509 5.31227 -4.40048
H 4.95833 3.81268 -6.51362
H 5.21816 2.32886 -5.39144
H 5.32907 4.00193 -4.77941
C 0.20541 -1.79512 -3.54206
C 0.17718 -3.37307 -3.26089
C -0.73462 -3.70746 -2.06252
N -0.78917 -5.17580 -1.60717
C 0.59344 -5.89593 -1.54310
C 1.52071 -5.16451 -0.48254
C 0.81375 -5.41562 0.91845
C -0.53423 -4.73768 0.91749
C -1.47184 -5.17962 -0.19743
C -1.62828 -6.04232 -2.61098
H -0.77944 -1.47776 -3.88479
H 0.82154 -1.57589 -4.41409
H 0.62279 -1.23028 -2.70848
H 1.18510 -3.69829 -3.00317
H -0.16377 -3.79694 -4.20545
H -1.75976 -3.38689 -2.24805
H -0.35400 -3.11697 -1.22913
H 1.04951 -5.88599 -2.53305
H 0.28293 -6.90540 -1.27358
H 1.64537 -4.09211 -0.63258
H 2.55702 -5.49809 -0.42874
H 1.38164 -5.02434 1.76255
H 0.73289 -6.46455 1.20360
H -0.43807 -3.65258 0.87992
H -1.00532 -4.83001 1.89608
H -2.35398 -4.53950 -0.21076
H -1.79533 -6.21649 -0.10599
H -1.73042 -7.05324 -2.21639
H -1.06531 -5.92641 -3.53712
H -2.60551 -5.57667 -2.73857
C 1.25604 -2.47199 5.14154
C -0.08742 -1.92546 4.79593
C -1.00698 -2.81442 3.89793
N -2.48519 -2.16134 3.86536
C -3.34154 -2.70542 5.05126
C -4.76478 -2.03148 5.23123
C -4.57890 -0.48261 5.29258
C -3.85975 -0.02255 3.99906
C -2.49228 -0.61776 3.87146
C -3.12120 -2.54934 2.49898
H 1.84964 -1.64368 5.52836
H 1.82405 -2.77606 4.26233
H 1.25893 -3.30115 5.84907
H 0.09430 -0.91867 4.41981
H -0.65744 -1.85619 5.72241
H -1.07856 -3.81027 4.33526
H -0.61297 -2.84703 2.88216
H -2.85922 -2.71090 6.02873
H -3.58194 -3.73343 4.78017
H -5.22048 -2.30290 6.18348
H -5.53912 -2.26764 4.50135
H -3.96688 -0.21522 6.15399
H -5.48235 0.11288 5.42404
H -3.77860 1.06380 3.96244
H -4.55629 -0.24750 3.19139
H -1.97188 -0.33603 4.78683
H -1.87223 -0.15512 3.10360
H -2.50222 -2.15004 1.69553
H -4.19080 -2.36369 2.40104
H -2.92587 -3.61716 2.40042
C 2.18365 3.02257 2.19398
N 1.33601 3.00795 3.48885
C -0.15392 2.97828 3.02776
C 1.67064 1.63628 4.11720
C 1.83381 4.18245 4.48938
C 1.15212 5.53312 4.15633
O 1.59740 6.10287 2.95827
H 1.93670 3.96478 1.70473
H 1.75978 2.20150 1.61582
H 3.22935 2.97068 2.49716
H -0.23667 2.28727 2.18886
H -0.42308 3.91867 2.54679
H -0.84077 2.75316 3.84363
H 1.34526 0.81913 3.47339
H 1.19347 1.50017 5.08771
H 2.75707 1.61782 4.20335
H 2.90650 4.36718 4.43176
H 1.49879 3.85844 5.47471
H 1.48658 6.14349 4.99519
H 0.06816 5.43052 4.20748
H 2.42990 6.48725 3.24251
C -4.74912 0.09668 0.11128
N -4.25780 0.81349 -1.16628
C -4.31441 -0.07081 -2.49851
C -5.22253 2.01334 -1.43756
C -2.78037 1.37681 -0.95622
C -1.65202 0.40573 -1.28719
O -1.75482 -0.70925 -0.54453
H -5.79902 -0.16300 -0.02426
H -4.75031 0.73326 0.99608
H -4.07901 -0.76298 0.11531
H -3.91565 0.61911 -3.24222
H -5.32685 -0.42320 -2.69569
H -3.69564 -0.96806 -2.51150
H -6.21386 1.56124 -1.40636
H -5.06807 2.44463 -2.42662
H -5.23694 2.68396 -0.57840
H -2.72586 1.84704 0.02562
H -2.71043 2.21853 -1.64522
H -0.67977 0.87054 -1.12353
H -1.77360 0.23746 -2.35724
H -0.99186 -0.70294 0.03809
O 5.43495 -0.37935 0.96912
C 5.99358 0.18096 1.95463
O 7.18222 0.19063 2.19118
O 5.21166 0.90174 2.63545
H 4.66802 0.00119 1.40341

Total charge: +3
Relative energy (zero: lowest compared OMol25 entry of this formula, charge and spin), kcal/mol: 110.04
Calculated total energy, eV: -61639.487

Results of the Löwdin charge analysis, in e, for atoms 1 through 8:
1 C -0.3473
2 O -0.3973
3 H 0.0542
4 H 0.0211
5 H 0.0479
6 C -0.0835
7 C -0.2146
8 C -0.1188



Entry 2:
Here is 10 unconnected molecules or ions with the total composition C39H94N10O7 from the Open Molecules 2025 dataset. Energies are from wB97M-V/def2-TZVPD.

Positions of all 150 atoms, in Å:
C -12.46833 7.26157 -8.23257
C -12.70924 8.15379 -6.98367
N -11.51698 8.85974 -6.45237
C -10.65721 9.56011 -7.44283
C -11.16314 10.96339 -7.71717
C -11.79853 9.61863 -5.25872
C -10.60484 9.67420 -4.36971
H -13.40250 6.71763 -8.37237
H -11.70827 6.50709 -8.02969
H -12.24134 7.87362 -9.10548
H -13.39069 8.95659 -7.26519
H -13.07976 7.55540 -6.15136
H -9.59557 9.52864 -7.19780
H -10.56895 9.04338 -8.39850
H -10.92180 11.60062 -6.86641
H -10.62878 11.48966 -8.50812
H -12.18033 11.19487 -8.03316
H -12.56270 9.18536 -4.61341
H -12.09877 10.63302 -5.52134
H -9.83422 10.32524 -4.78251
H -10.25382 8.74066 -3.92994
H -10.83248 10.14051 -3.41116
C -6.24896 4.31129 -11.89211
C -6.82532 2.90361 -11.67414
N -5.75422 1.94242 -11.30303
C -4.60409 1.71595 -12.14374
C -4.99586 1.42698 -13.63056
C -6.37329 0.62821 -11.05471
C -6.90601 0.46680 -9.61451
H -5.72992 4.41265 -12.84522
H -5.44002 4.47900 -11.18106
H -7.01141 5.08955 -11.85916
H -7.66397 2.92675 -10.97826
H -7.30407 2.52127 -12.57565
H -4.20796 2.73120 -12.16500
H -3.79530 1.08815 -11.76983
H -4.06186 1.17653 -14.13358
H -5.79243 0.69324 -13.75384
H -5.25977 2.40458 -14.03398
H -5.58111 -0.11762 -11.12021
H -7.10500 0.34111 -11.80987
H -7.95488 0.76326 -9.60641
H -6.16603 0.76623 -8.87230
H -6.75069 -0.61046 -9.55545
C -10.89327 17.53793 -3.56913
C -10.30177 18.65939 -4.40624
N -9.43341 19.47465 -3.59898
C -8.11015 18.95326 -3.42306
C -7.49307 19.55593 -2.16061
C -9.39766 20.90541 -4.09376
C -10.55939 21.82535 -3.56381
H -11.44197 16.90092 -4.26286
H -11.54431 17.98210 -2.81616
H -10.04103 17.00224 -3.15102
H -9.79757 18.18911 -5.25047
H -11.12557 19.29888 -4.72326
H -8.03047 17.87635 -3.27473
H -7.44281 19.04047 -4.28047
H -6.60227 18.97285 -1.92692
H -7.15721 20.57961 -2.32610
H -8.05789 19.36594 -1.24793
H -9.22615 21.02402 -5.16363
H -8.59176 21.44947 -3.60119
H -10.46436 22.84951 -3.92457
H -10.63720 21.90082 -2.47921
H -11.51948 21.43493 -3.90130
C -4.34431 12.42426 -8.38535
N -4.74380 12.19029 -9.77958
C -4.29434 11.22189 -10.62024
C -4.69642 11.20087 -12.04431
O -3.73174 10.24552 -10.14367
H -4.19967 13.50305 -8.32702
H -3.47524 11.79584 -8.19065
H -5.19965 12.21895 -7.74165
H -5.13253 12.91992 -10.35978
H -4.45420 10.19071 -12.37447
H -4.01661 11.77634 -12.67264
H -5.74712 11.37989 -12.27253
C -11.89759 -0.62721 -15.16463
N -13.26881 -0.35470 -14.65260
C -13.63298 0.83611 -14.17572
C -15.01179 0.88521 -13.65886
O -12.82725 1.72737 -14.17634
H -11.35101 -1.15859 -14.38554
H -11.42235 0.33623 -15.34912
H -11.98021 -1.16818 -16.10730
H -13.92736 -1.11389 -14.55242
H -15.05797 1.89966 -13.26282
H -15.24526 0.10588 -12.93343
H -15.82514 1.03883 -14.36806
C -0.44302 14.35968 -0.96985
N -1.67681 13.67871 -0.43529
C -2.81131 13.83127 -1.01407
C -3.93013 13.11720 -0.39159
O -3.03342 14.45235 -2.04521
H -0.16534 15.21430 -0.35289
H -0.56032 14.73691 -1.98574
H 0.35428 13.61824 -1.02166
H -1.58863 13.01396 0.31998
H -3.65816 12.24390 0.20127
H -4.66255 12.72143 -1.09518
H -4.49153 13.74034 0.30456
C -11.40376 16.86270 2.80082
N -12.65906 16.15204 2.68076
C -12.84169 14.89950 2.26501
C -14.27627 14.61200 1.90256
O -12.05344 13.99174 2.41681
H -11.06152 16.49789 3.76926
H -11.30293 17.92410 2.57413
H -10.66663 16.44952 2.11231
H -13.43995 16.70472 3.00452
H -14.70659 15.50271 1.44476
H -14.95055 14.19995 2.65332
H -14.07958 13.93229 1.07347
C -10.84078 8.51266 4.68754
N -11.48822 8.09513 3.43240
C -12.32465 7.01687 3.30970
C -13.00800 6.78414 1.99254
O -12.54422 6.18739 4.25295
H -10.61948 9.57775 4.75625
H -9.92555 7.92480 4.75726
H -11.42364 8.32089 5.58843
H -11.51782 8.80113 2.71075
H -12.30295 6.71620 1.16405
H -13.63907 7.59366 1.62575
H -13.61011 5.89387 1.81094
C -4.70426 6.54033 -5.72570
N -3.53354 6.23281 -6.55897
C -2.81243 5.11451 -6.28543
C -1.74993 4.91439 -7.36418
O -2.95562 4.31899 -5.41095
H -4.58186 7.61728 -5.61037
H -4.56399 6.10342 -4.73699
H -5.66258 6.26948 -6.16881
H -3.38548 6.71857 -7.43202
H -0.81303 4.61960 -6.89150
H -1.54216 5.80224 -7.96138
H -2.03281 3.99287 -7.87298
C -9.57805 18.45382 -11.80155
N -8.16759 18.74657 -11.82281
C -7.17854 17.78657 -11.63634
C -5.79100 18.22084 -11.16601
O -7.40838 16.59345 -11.80306
H -10.21398 18.85871 -11.01430
H -9.66273 17.37923 -11.63978
H -10.03261 18.71220 -12.75796
H -7.94587 19.73081 -11.77561
H -5.83514 18.83791 -10.26858
H -5.25564 18.79791 -11.91998
H -5.30519 17.27974 -10.90825

Total charge: 0
Structure (SMILES): CCN(CC)CC.CCN(CC)CC.CCN(CC)CC.CNC(C)=O.CNC(C)=O.CNC(C)=O.CNC(C)=O.CNC(C)=O.CNC(C)=O.CNC(C)=O
Relative energy (zero: lowest compared OMol25 entry of this formula, charge and spin), kcal/mol: 115.82
Calculated total energy, eV: -71197.467

Results of the Löwdin charge analysis, in e, for atoms 1 through 8:
1 C -0.0857
2 C -0.2335
3 N -0.1944
4 C -0.2264
5 C -0.1071
6 C -0.3005
7 C -0.1064
8 H 0.0655



Entry 3:
Here is 9 unconnected molecules or ions with the total composition C39H94N2O9 from the Open Molecules 2025 dataset. Energies are from wB97M-V/def2-TZVPD.

Positions of all 144 atoms, in Å:
C -1.59122 2.75732 -3.47692
C -0.37435 2.47018 -4.29322
C -0.47901 3.39201 -5.57697
C 0.91970 2.74833 -3.38204
C 2.18469 2.07160 -3.98261
C 1.93296 0.57913 -4.24947
C 0.76941 0.27646 -5.20821
C 1.11138 0.62306 -6.68326
C 0.54401 -1.24907 -5.10692
N -0.44478 0.98993 -4.66752
O -1.52773 0.65944 -5.48101
H -1.59434 2.28826 -2.49302
H -1.71039 3.81908 -3.26114
H -2.53559 2.40802 -3.89438
H -0.61119 4.43578 -5.29208
H 0.40062 3.48168 -6.21440
H -1.33001 3.19043 -6.22755
H 1.04440 3.82985 -3.43553
H 0.75283 2.26816 -2.41783
H 2.50288 2.59078 -4.88665
H 3.02709 2.18559 -3.30036
H 1.78875 0.14189 -3.26148
H 2.84453 0.11059 -4.62045
H 0.32311 0.27014 -7.34821
H 1.99976 0.08712 -7.01741
H 1.22729 1.70593 -6.72839
H 0.41880 -1.52475 -4.05981
H 1.50560 -1.70245 -5.34750
H -0.28326 -1.60353 -5.72180
H -1.32906 1.18690 -6.25813
C 1.51807 3.50969 1.77585
C 2.96070 3.39923 1.28998
C 3.06622 2.36167 0.16274
C 3.48912 4.68312 0.64486
C 3.84641 5.77715 1.64739
C 4.91486 5.27391 2.67881
C 4.42142 4.04058 3.50074
C 5.70265 3.59159 4.19020
C 3.39125 4.37430 4.55191
N 3.85768 3.08815 2.46589
O 3.56314 1.83294 3.01566
H 1.33209 4.44298 2.30734
H 0.84230 3.53767 0.92106
H 1.22652 2.66986 2.40654
H 2.64174 1.39209 0.42323
H 2.53783 2.68247 -0.73502
H 4.13502 2.24642 -0.01750
H 4.32718 4.42827 -0.00384
H 2.69937 5.06134 -0.00424
H 4.29649 6.54105 1.01334
H 2.88690 6.11089 2.04242
H 5.22206 6.07666 3.34913
H 5.77530 4.96124 2.08722
H 5.44693 2.85993 4.95661
H 6.30770 4.41250 4.57505
H 6.34413 3.22190 3.39023
H 3.06077 3.53610 5.16535
H 2.47799 4.73466 4.07842
H 3.69447 5.21856 5.17109
H 2.68799 1.99728 3.37441
C -4.73044 0.12574 -3.30824
C -4.99110 -0.32236 -1.83092
C -5.00444 -1.84606 -1.74904
O -3.91590 0.23657 -1.11822
H -3.77364 -0.23328 -3.68738
H -4.85049 1.16924 -3.59945
H -5.49155 -0.43314 -3.85272
H -5.89341 0.15860 -1.45330
H -5.91030 -2.22306 -2.22379
H -4.94237 -2.22114 -0.72749
H -4.08486 -2.16249 -2.24132
H -3.07794 -0.13218 -1.40708
C -4.99970 2.82692 1.17222
C -3.81300 3.36946 0.36855
C -2.53552 2.51638 0.76479
O -4.18222 3.11408 -0.98822
H -5.03382 1.73747 1.17815
H -5.98193 3.21459 0.90200
H -4.81078 3.05364 2.22151
H -3.78739 4.45824 0.41338
H -1.75789 2.43246 0.00562
H -2.83940 1.54938 1.16562
H -1.89097 2.96943 1.51804
H -4.05331 2.16785 -1.08637
C 3.25421 -4.26617 -1.91269
C 3.80797 -3.18891 -0.91327
C 3.29280 -3.14812 0.50564
O 5.20236 -3.49653 -0.95662
H 3.71575 -5.22218 -1.66548
H 3.27722 -4.06703 -2.98409
H 2.19198 -4.44627 -1.74730
H 3.72601 -2.20712 -1.37959
H 3.44501 -4.11646 0.98236
H 2.23354 -2.89236 0.53145
H 3.90719 -2.45828 1.08421
H 5.70500 -2.88551 -0.41292
C -3.97910 -3.36900 2.26180
C -3.16172 -3.31860 3.54546
C -3.68653 -4.10234 4.76982
O -1.85793 -3.71692 3.33134
H -4.25988 -4.36629 1.92315
H -3.56368 -2.76437 1.45561
H -5.00907 -3.09257 2.48728
H -3.10669 -2.32823 3.99736
H -3.23475 -3.79225 5.71207
H -3.68697 -5.18178 4.61852
H -4.75371 -3.94188 4.92302
H -1.90231 -4.50980 2.79192
C -0.74175 -0.01901 3.32550
C -0.13141 -0.04679 4.71387
C 0.04034 -1.47699 5.33038
O 1.05718 0.74096 4.72686
H -1.45789 -0.82427 3.16175
H 0.07071 -0.12004 2.60592
H -1.12100 0.98596 3.14029
H -0.76669 0.45400 5.44445
H -0.67501 -2.19038 4.92117
H -0.01358 -1.53170 6.41768
H 0.91561 -1.96716 4.90407
H 1.59086 0.50026 5.48769
C -0.59384 -8.03250 1.86000
C -0.78242 -6.51123 1.84266
C -0.24914 -5.76784 0.56004
O -2.15956 -6.25650 1.99420
H -1.22601 -8.65372 2.49446
H 0.46876 -8.12939 2.08268
H -0.77662 -8.42237 0.85866
H -0.27329 -6.09350 2.71122
H -0.30889 -4.67979 0.58615
H -0.74567 -6.20169 -0.30790
H 0.78049 -6.12500 0.53983
H -2.52181 -6.66971 1.20705
C 0.08421 -0.29997 -0.65650
C -0.77809 -1.44404 -1.27731
C -1.67534 -2.07367 -0.19436
O -1.53568 -0.81479 -2.25892
H 0.39773 0.37850 -1.44989
H 1.00245 -0.78228 -0.32138
H -0.36103 0.18922 0.20985
H -0.18713 -2.11411 -1.90171
H -2.37019 -1.36581 0.25752
H -1.15400 -2.52406 0.65030
H -2.16814 -2.92948 -0.65571
H -0.99967 -0.38055 -2.92654

Total charge: 0
Structure (SMILES): CC1(C)CCCC(C)(C)N1O.CC1(C)CCCC(C)(C)N1O.CC(C)O.CC(C)O.CC(C)O.CC(C)O.CC(C)O.CC(C)O.CC(C)O
Relative energy (zero: lowest compared OMol25 entry of this formula, charge and spin), kcal/mol: 72.16
Calculated total energy, eV: -63370.431

Results of the Löwdin charge analysis, in e, for atoms 1 through 8:
1 C -0.0548
2 C -0.4339
3 C -0.0283
4 C -0.0881
5 C -0.1695
6 C -0.1397
7 C -0.4895
8 C -0.0137



What HOMO level values result from the calculations? In sequence: -10.416 -7.870 -7.949 eV.